Below is a cluster of 10 separate species, C20H60O10 in total at a distorted geometry, with properties calculated with ωB97M-V/def2-TZVPD.

The geometry in XYZ format:
```
90
Properties=species:S:1:pos:R:3:forces:R:3
C -2.87245 -3.47611 -1.95940 0.8374 -0.2587 0.8305
C -4.19941 -3.99982 -2.45329 0.0065 -0.0315 0.3201
O -5.01051 -4.31913 -1.31797 -0.0285 0.1954 0.0309
H -2.84723 -2.39527 -1.82261 -0.0132 0.0402 -0.2629
H -2.01393 -3.82370 -2.53905 -0.2035 0.3533 -0.4614
H -2.62114 -3.87591 -0.96937 -0.4292 -0.0810 -0.0047
H -4.04799 -4.90861 -3.04070 -0.0847 0.0803 -0.1752
H -4.68779 -3.22872 -3.05397 -0.0585 -0.1762 -0.2009
H -5.93679 -4.21973 -1.55178 0.0077 -0.0634 -0.0444
C -3.63441 -1.08324 1.00804 0.4673 0.7813 -0.1140
C -3.68281 -0.17487 2.24426 -0.7143 -0.4155 -0.6269
O -3.12620 -0.83206 3.37075 -0.0553 0.3382 0.1017
H -4.36766 -0.78308 0.25629 -0.1363 -0.0950 0.1181
H -3.81214 -2.11233 1.31117 -0.1007 -0.0693 -0.1370
H -2.66152 -1.00436 0.51095 0.0509 -0.2754 0.1458
H -4.73989 0.04680 2.42781 0.1029 -0.1768 0.4766
H -3.23232 0.80858 2.06849 0.3380 -0.1676 -0.0194
H -2.47592 -1.46754 3.05602 0.0544 0.0270 -0.0102
C 2.04407 -4.16539 0.59205 0.0003 -0.1235 0.0016
C 0.85016 -3.79562 -0.26021 0.0140 1.0349 0.0774
O -0.03222 -2.91766 0.44010 -0.3436 -0.3350 -0.0705
H 1.69009 -4.55989 1.54458 0.1122 -0.1752 -0.0264
H 2.66484 -3.29679 0.81516 -0.0726 0.0767 -0.0173
H 2.66838 -4.89794 0.07286 -0.0281 -0.0710 0.1516
H 0.26795 -4.66384 -0.56146 0.0494 -0.1042 -0.0473
H 1.19143 -3.24891 -1.15075 0.0076 -0.4067 -0.2010
H 0.26144 -2.01381 0.26517 0.2219 0.0282 0.3394
C -0.30848 0.02963 -1.52525 0.0849 0.2782 -0.0200
C 1.16145 0.03380 -1.16889 -0.1383 -0.6877 -0.0853
O 1.29765 -0.44124 0.18212 -0.1079 0.4744 -0.2814
H -0.84696 0.76048 -0.91846 -0.1003 -0.2241 0.1200
H -0.71244 -0.97368 -1.38738 -0.1749 0.0722 0.0818
H -0.46697 0.31463 -2.56624 0.1285 -0.0315 -0.0341
H 1.61136 1.01953 -1.30200 0.0237 0.0314 0.1410
H 1.67439 -0.68022 -1.82548 0.1187 0.2164 -0.0617
H 2.24861 -0.53612 0.34056 0.0827 0.0717 0.0278
C 5.76978 3.84484 -0.50659 0.4878 0.0791 0.0966
C 4.28938 3.66419 -0.27688 -0.0561 0.6847 -0.2628
O 3.73059 2.75149 -1.24280 0.1915 -0.1377 0.3238
H 6.30605 2.89631 -0.43791 -0.0718 -0.0123 0.0554
H 6.18231 4.51883 0.25037 -0.0789 -0.1503 0.0824
H 6.02603 4.29701 -1.46592 -0.3144 -0.0992 -0.1104
H 3.78794 4.63289 -0.36671 -0.0101 -0.0727 -0.0505
H 4.10376 3.33227 0.74607 -0.0899 -0.3748 -0.1235
H 3.00334 3.17257 -1.70496 -0.0261 0.0091 0.0394
C -2.55878 3.23185 -1.22788 -0.2704 -0.0519 -0.6144
C -3.78541 2.58903 -0.60352 0.2216 0.6566 1.2970
O -4.99745 3.05077 -1.19903 0.0711 -0.3704 -0.1366
H -1.63350 2.87361 -0.77800 -0.0169 0.0528 0.0723
H -2.63171 4.31631 -1.11469 0.1240 -0.0298 0.2246
H -2.52331 3.06702 -2.30840 0.0506 -0.2174 0.0823
H -3.77731 2.87251 0.46194 -0.1383 0.0108 -0.1148
H -3.80081 1.50123 -0.54591 0.0555 -0.0493 -0.6843
H -5.18299 3.93277 -0.86553 -0.0064 0.0271 -0.0693
C 4.79588 -1.81451 -1.07369 0.7438 -0.7027 0.1083
C 5.16663 -0.40995 -0.70888 -0.4211 0.5470 0.4462
O 4.08916 0.25281 0.02183 0.5026 -0.4006 -0.6903
H 5.66488 -2.26879 -1.56711 -0.1731 0.0582 -0.1275
H 3.93779 -1.92174 -1.73244 -0.1282 0.1836 0.0318
H 4.66764 -2.41510 -0.17011 -0.3052 0.0917 -0.0152
H 5.40249 0.20007 -1.58276 -0.0135 -0.0582 -0.0528
H 6.04129 -0.41634 -0.05716 0.0360 -0.0150 -0.0019
H 3.90235 1.04884 -0.49735 -0.3277 0.3075 0.2125
C -1.01798 2.76522 4.10157 -0.5356 0.8608 -0.0533
C -0.69104 1.79617 2.99961 0.0297 -0.5272 0.7933
O 0.71888 1.85359 2.80069 -0.1740 -0.1003 -0.5206
H -2.05501 2.67378 4.43594 0.0285 -0.1644 -0.1101
H -0.90772 3.79166 3.73519 0.1270 -0.0489 0.1241
H -0.38554 2.64973 4.97839 0.1646 -0.2003 -0.0826
H -1.26962 2.02067 2.09725 0.2070 0.1520 -0.1416
H -0.99788 0.79586 3.33166 0.1302 -0.0313 -0.1753
H 0.93446 1.23159 2.09411 0.0742 -0.0244 -0.0039
C -3.21596 0.48150 -3.73410 0.1051 0.2578 1.0878
C -4.61729 0.97012 -4.07567 0.4732 -0.3673 -0.7367
O -4.69720 2.37725 -4.02142 -0.1426 0.0580 0.0708
H -3.00849 0.68372 -2.67152 -0.0910 -0.0382 -0.1372
H -2.46221 1.05322 -4.27559 -0.0599 -0.1781 -0.3019
H -3.06919 -0.59352 -3.84698 -0.0839 0.0077 -0.3220
H -5.36826 0.45992 -3.46480 -0.0435 0.1852 0.1515
H -4.82212 0.69776 -5.11661 -0.1255 0.0571 0.0911
H -4.78655 2.66108 -3.10121 -0.1200 -0.0130 0.0923
C 3.85500 -1.07360 4.83676 0.1127 -0.0559 0.5771
C 3.70722 -0.28944 3.55804 0.3902 0.1080 0.2090
O 4.21767 -1.09263 2.49561 -0.4600 -0.0243 -0.0007
H 3.49955 -2.09576 4.71016 0.0057 -0.0115 -0.0909
H 3.29508 -0.63619 5.66800 -0.0734 0.1228 -0.1888
H 4.89591 -1.10033 5.16553 0.0206 -0.1607 -0.1598
H 4.30726 0.62676 3.62333 -0.1319 0.0802 0.0267
H 2.66432 0.01564 3.42966 -0.0217 -0.1846 -0.2978
H 4.00602 -0.64235 1.66833 0.2391 0.1442 0.0192
```
Positions in Å, forces in eV/Å.

## Properties
Frontier orbital gap   9.881 eV
2S+1   1
SMILES string   CCO.CCO.CCO.CCO.CCO.CCO.CCO.CCO.CCO.CCO
DFT total energy   -1550.3054 Eh
Lowest unoccupied orbital energy   0.1 eV

Atomic partial charges in e from the Löwdin method, atoms 1 to 8:
1. C -0.094
2. C -0.308
3. O -0.085
4. H 0.048
5. H 0.074
6. H 0.076
7. H 0.106
8. H 0.105